Entry 1:
10 unconnected molecules or ions with the total composition C40H110N10O10. Source: OMol25; level of theory: ωB97M-V with the def2-TZVPD basis set.

Properties
Gap between HOMO and LUMO (eV): 9.4
E_tot (a.u.): -2889.4500
SMILES: COC[C@H](C)N.COC[C@H](C)N.COC[C@H](C)N.COC[C@H](C)N.COC[C@H](C)N.COC[C@H](C)N.COC[C@H](C)N.COC[C@H](C)N.COC[C@H](C)N.COC[C@H](C)N
HOMO (eV): -8.969
Energy relative to the best compared isomer or geometry (same formula, charge and spin) (kJ/mol): 948.3

```
170
C40H110N10O10, DFT ωB97M-V with the def2-TZVPD basis set
C 7.93 -1.19 -11.11
C 7.85 -1.87 -9.77
C 6.73 -2.93 -9.51
O 6.58 -3.00 -8.14
C 5.76 -4.09 -7.71
N 9.12 -2.50 -9.43
H 7.30 -0.30 -11.11
H 7.53 -1.76 -11.96
H 8.93 -0.89 -11.41
H 7.60 -1.12 -9.02
H 6.94 -3.88 -10.00
H 5.79 -2.47 -9.83
H 4.86 -4.22 -8.32
H 5.47 -3.87 -6.68
H 6.50 -4.87 -7.85
H 9.59 -1.63 -9.20
H 8.99 -2.98 -8.55
C -5.58 -5.67 0.79
C -6.35 -5.94 -0.53
C -6.10 -4.74 -1.50
O -6.53 -3.50 -0.82
C -6.82 -2.36 -1.65
N -5.97 -7.21 -1.08
H -5.99 -4.82 1.32
H -4.51 -5.46 0.75
H -5.79 -6.50 1.46
H -7.41 -5.89 -0.26
H -6.65 -4.75 -2.44
H -5.05 -4.76 -1.81
H -6.36 -2.29 -2.63
H -6.71 -1.36 -1.23
H -7.87 -2.59 -1.80
H -6.21 -7.89 -0.37
H -4.97 -7.31 -1.00
C -6.24 -0.59 13.84
C -5.65 -2.00 13.46
C -4.11 -2.13 12.82
O -3.74 -1.07 11.88
C -4.45 -1.00 10.70
N -5.84 -2.95 14.60
H -6.98 -0.65 14.63
H -6.79 -0.11 13.03
H -5.38 0.06 14.02
H -6.26 -2.38 12.64
H -4.06 -3.08 12.29
H -3.33 -2.33 13.56
H -4.26 -1.94 10.18
H -4.04 -0.17 10.12
H -5.52 -0.97 10.87
H -5.20 -2.48 15.23
H -6.78 -2.91 14.96
C -9.31 5.71 9.70
C -9.92 5.11 8.44
C -8.97 4.22 7.75
O -9.27 4.09 6.32
C -8.13 4.32 5.39
N -11.29 4.60 8.80
H -8.99 4.92 10.39
H -10.12 6.18 10.27
H -8.64 6.51 9.40
H -10.15 5.92 7.75
H -8.96 3.22 8.18
H -7.95 4.60 7.85
H -8.31 3.80 4.45
H -7.19 3.92 5.77
H -7.98 5.38 5.20
H -11.73 5.08 9.57
H -11.82 4.81 7.96
C 3.73 -6.20 -15.19
C 2.37 -5.92 -15.81
C 1.39 -4.87 -15.11
O 0.92 -5.30 -13.84
C -0.16 -4.65 -13.31
N 2.63 -5.58 -17.21
H 4.27 -5.28 -14.98
H 4.43 -6.95 -15.57
H 3.63 -6.52 -14.15
H 1.84 -6.87 -15.93
H 0.61 -4.65 -15.84
H 1.85 -3.88 -15.01
H -0.11 -3.57 -13.45
H -0.10 -4.63 -12.23
H -1.12 -5.02 -13.68
H 2.19 -4.70 -17.42
H 3.61 -5.57 -17.44
C -1.13 6.83 -4.97
C -1.15 5.54 -5.72
C -1.67 5.76 -7.14
O -2.96 6.33 -7.10
C -4.02 5.44 -7.51
N 0.22 5.05 -5.74
H -2.14 7.24 -4.84
H -0.61 7.64 -5.48
H -0.48 6.79 -4.10
H -1.81 4.82 -5.24
H -1.60 4.96 -7.88
H -1.04 6.49 -7.64
H -3.86 4.99 -8.49
H -5.00 5.90 -7.57
H -4.11 4.67 -6.75
H 0.52 4.88 -4.79
H 0.31 4.10 -6.08
C 0.01 0.61 2.14
C -0.88 0.25 0.92
C -0.18 -0.38 -0.26
O -1.08 -0.48 -1.36
C -0.52 -0.92 -2.63
N -1.89 -0.73 1.34
H 0.68 -0.03 2.73
H -0.44 1.24 2.91
H 0.77 1.32 1.83
H -1.46 1.10 0.56
H 0.15 -1.34 0.13
H 0.73 0.20 -0.44
H -0.03 -1.90 -2.64
H 0.16 -0.09 -2.83
H -1.30 -0.83 -3.39
H -2.57 -0.57 0.61
H -1.49 -1.61 1.05
C 7.49 2.92 -2.22
C 7.85 2.18 -3.55
C 9.38 1.82 -3.75
O 9.95 1.83 -5.05
C 9.86 3.00 -5.81
N 6.95 1.04 -3.69
H 6.45 3.24 -2.27
H 7.99 3.87 -2.10
H 7.70 2.31 -1.34
H 7.50 2.75 -4.41
H 9.69 0.88 -3.31
H 9.98 2.57 -3.22
H 10.60 3.08 -6.61
H 9.93 3.95 -5.29
H 8.87 2.90 -6.28
H 7.15 0.50 -4.52
H 7.31 0.41 -2.98
C -1.69 6.20 11.07
C -0.54 6.14 11.98
C 0.89 6.07 11.27
O 0.91 5.09 10.30
C 1.45 3.83 10.77
N -0.64 7.02 13.14
H -2.64 6.21 11.61
H -1.73 5.32 10.42
H -1.51 7.07 10.44
H -0.74 5.16 12.41
H 1.76 6.33 11.89
H 0.88 7.03 10.76
H 1.36 3.15 9.92
H 0.73 3.45 11.50
H 2.49 3.97 11.08
H -0.25 6.62 13.99
H -1.60 6.99 13.45
C 7.69 -3.27 3.05
C 6.39 -4.08 2.72
C 5.08 -3.59 3.49
O 4.09 -4.66 3.61
C 2.82 -4.42 4.19
N 6.28 -4.16 1.35
H 8.60 -3.70 2.65
H 7.83 -3.12 4.12
H 7.65 -2.31 2.53
H 6.62 -5.10 3.02
H 4.60 -2.83 2.87
H 5.29 -3.16 4.47
H 2.05 -4.10 3.50
H 2.94 -3.75 5.04
H 2.39 -5.35 4.57
H 7.05 -4.71 1.00
H 5.48 -4.75 1.18
```

Entry 2:
A molecular structure, CH5OP. Source: OMol25; level of theory: ωB97M-V with the def2-TZVPD basis set.

Properties
Gap between HOMO and LUMO (spin up / spin down) (eV): 8.7 / 8.7
E_tot (a.u.): -457.4956
HOMO (spin up / spin down) (eV): -8.785 / -8.803
Energy relative to the best compared isomer or geometry (same formula, charge and spin) (kJ/mol): 487.1

```
8
CH5OP, DFT ωB97M-V with the def2-TZVPD basis set
C 0.80 -0.07 -0.66
O -2.32 1.24 0.19
P -0.60 -0.17 0.47
H 0.74 -0.42 -1.77
H 1.09 1.03 -0.65
H 1.79 -0.55 -0.22
H -1.27 -1.43 0.89
H -0.23 0.38 1.74
```